Density functional theory data (wB97M-V/def2-TZVPD) for a 2-piece molecular cluster, C3H9N3OS overall.

Summary:
SMILES: [H]/N=[NH+]\[O-].CN(C)C=S
Frontier orbital gap in eV: 9.085
Lowest unoccupied orbital energy in eV: 0.51
HOMO energy in eV: -8.572
ΔE to the lowest compared entry with this formula, charge and spin in eV: 3.751
E in hartree: -757.2702

Element x y z (Å)
C (-0.155, 0.241, 2.022)
C (-1.102, -0.496, -0.103)
C (0.769, -1.660, 0.648)
N (0.860, 0.876, -1.741)
N (-0.242, -0.685, 0.844)
N (-0.082, 1.707, -2.107)
O (0.023, 2.612, -2.958)
S (-2.415, 0.574, -0.194)
H (-1.213, 0.393, 2.335)
H (0.558, -0.319, 2.677)
H (-1.106, -1.375, -0.855)
H (0.846, -2.208, 1.543)
H (0.573, -2.377, -0.202)
H (1.786, -1.138, 0.298)
H (1.640, 0.877, -2.395)
H (0.213, 1.241, 1.634)
H (-0.952, 1.738, -1.447)

---

Density functional theory data (wB97M-V/def2-TZVPD) for one molecule with the formula C3H9N3OS.

Summary:
Frontier orbital gap in eV: 6.840
Lowest unoccupied orbital energy in eV: -0.79
HOMO energy in eV: -7.627
ΔE to the lowest compared entry with this formula, charge and spin in eV: 5.325
E in hartree: -757.2123

Element x y z (Å)
C (-0.461, 0.251, 1.497)
C (0.445, 0.779, -0.558)
C (-1.953, 0.579, -0.301)
N (0.587, -0.652, -0.977)
N (-0.684, 0.846, 0.361)
N (0.914, -1.496, 0.063)
O (2.316, -1.393, 0.317)
S (1.981, 1.507, -0.027)
H (0.555, 0.210, 1.937)
H (-1.251, 0.102, 2.249)
H (-0.118, 1.304, -1.465)
H (-1.773, -0.168, -1.128)
H (-2.557, 0.077, 0.585)
H (-2.423, 1.446, -0.831)
H (1.321, -0.615, -1.676)
H (0.646, -2.410, -0.196)
H (2.456, -0.368, 0.150)

---

Density functional theory data (wB97M-V/def2-TZVPD) for one molecule with the formula C3H9N3OS.

Summary:
SMILES: CNC/C(=N/S)NO
Frontier orbital gap in eV: 9.123
Lowest unoccupied orbital energy in eV: 0.75
HOMO energy in eV: -8.368
ΔE to the lowest compared entry with this formula, charge and spin in eV: 3.768
E in hartree: -757.2696

Element x y z (Å)
C (0.400, 1.903, -1.744)
C (-1.331, 0.210, -0.841)
C (-0.454, -0.282, 0.198)
H (1.408, 1.818, -2.424)
H (0.812, 1.926, -0.770)
H (-0.198, 2.837, -1.893)
H (-1.212, 0.876, -2.885)
H (-1.907, 1.033, -0.416)
H (-2.113, -0.442, -1.193)
H (1.449, -0.941, 0.205)
H (0.438, -0.980, -1.941)
H (0.224, 0.826, 3.369)
N (-0.528, 0.668, -2.079)
N (0.410, -1.347, -0.076)
N (-0.381, 0.390, 1.294)
O (0.336, -1.754, -1.377)
S (0.639, -0.117, 2.457)

---

Density functional theory data (wB97M-V/def2-TZVPD) for C3H9N3S2 as an isolated structure.

Summary:
Frontier orbital gap in eV: 8.404
Lowest unoccupied orbital energy in eV: 0.07
HOMO energy in eV: -8.332
ΔE to the lowest compared entry with this formula, charge and spin in eV: 3.305
E in hartree: -1080.1956

Element x y z (Å)
C (2.294, -0.880, -1.043)
C (2.234, -0.163, 1.338)
C (-0.337, 0.580, -0.204)
H (2.019, -0.667, -2.111)
H (1.592, -1.704, -0.682)
H (3.453, -1.017, -1.013)
H (1.344, -0.758, 1.761)
H (3.195, -0.728, 1.565)
H (2.209, 0.673, 1.978)
H (1.248, 1.967, -0.790)
H (0.125, -1.361, -1.151)
H (-2.845, -1.164, -0.854)
N (2.233, 0.318, -0.035)
N (0.985, 1.067, -0.198)
N (-0.475, -0.843, -0.124)
S (-1.553, 1.663, -0.030)
S (-1.989, -1.429, 0.233)

---

Density functional theory data (wB97M-V/def2-TZVPD) for an isolated ion of composition C3H9N4 and charge +1.

Summary:
Net charge: +1
Frontier orbital gap (alpha / beta) in eV: 9.088 / 5.493
Spin multiplicity: 3
Lowest unoccupied orbital energy (alpha / beta) in eV: -3.20 / -7.38
HOMO energy (alpha / beta) in eV: -12.291 / -12.871
ΔE to the lowest compared entry with this formula, charge and spin in eV: 1.021
Expectation value of S²: 2.019
E in hartree: -338.3212

Element x y z (Å)
C (1.034, 0.443, 0.204)
C (-0.105, -0.439, 0.922)
C (-2.110, -0.186, -0.519)
N (2.041, -0.147, -0.224)
N (-1.045, -0.967, 0.057)
N (0.724, 1.728, -0.019)
N (3.058, -0.798, -0.221)
H (0.412, -1.219, 1.480)
H (-0.562, 0.273, 1.616)
H (-2.431, -0.633, -1.455)
H (-2.969, -0.157, 0.158)
H (-1.788, 0.835, -0.717)
H (-0.038, 2.163, 0.473)
H (1.436, 2.348, -0.376)
H (3.242, -1.352, -1.065)
H (-0.900, -1.891, -0.314)

---

Density functional theory data (wB97M-V/def2-TZVPD) for a 2-piece molecular cluster, C3H9N4 overall.

Summary:
Net charge: +1
Frontier orbital gap (alpha / beta) in eV: 5.932 / 7.417
Spin multiplicity: 3
Lowest unoccupied orbital energy (alpha / beta) in eV: -3.42 / -7.81
HOMO energy (alpha / beta) in eV: -9.352 / -15.227
ΔE to the lowest compared entry with this formula, charge and spin in eV: 3.492
Expectation value of S²: 2.008
E in hartree: -338.2303

Element x y z (Å)
C (1.216, -0.774, 0.081)
C (1.245, 1.538, 0.146)
C (-3.082, -0.815, -0.096)
N (0.527, 0.286, 0.193)
N (-1.548, 1.028, 0.144)
N (2.498, -0.770, -0.367)
N (-2.371, 0.322, 0.052)
H (0.681, -1.695, 0.284)
H (1.672, 1.585, -0.850)
H (0.707, 2.397, 0.421)
H (2.108, 1.763, 0.838)
H (-3.231, -1.009, -1.170)
H (-3.985, -0.842, 0.380)
H (-2.324, -1.616, 0.320)
H (2.972, -1.562, -0.052)
H (2.915, 0.164, -0.324)

---

Density functional theory data (wB97M-V/def2-TZVPD) for one molecule with the formula C3H9N5.

Summary:
SMILES: [H]/N=C(N)/C(=N/[H])NNC
Frontier orbital gap in eV: 8.975
Lowest unoccupied orbital energy in eV: 0.41
HOMO energy in eV: -8.562
ΔE to the lowest compared entry with this formula, charge and spin in eV: 6.828
E in hartree: -393.2626

Element x y z (Å)
C (2.421, -0.383, 0.589)
C (-0.645, 0.851, -0.219)
C (-1.216, -0.480, -0.241)
H (2.783, -1.432, -0.091)
H (3.331, 0.133, 1.174)
H (1.436, -0.577, 1.289)
H (1.102, -0.618, -1.128)
H (1.122, 2.177, -0.503)
H (-1.291, 2.781, -0.181)
H (-3.083, 0.414, 0.030)
H (-2.590, -1.611, 1.003)
H (-1.336, -2.293, -0.671)
N (1.670, 0.206, -0.670)
N (0.786, 1.216, -0.096)
N (-1.557, 1.716, -0.112)
N (-2.371, -0.474, 0.471)
N (-0.562, -1.627, -0.643)

---

Density functional theory data (wB97M-V/def2-TZVPD) for a 2-piece molecular cluster, C3H9NO overall.

Summary:
Net charge: -1
Frontier orbital gap (alpha / beta) in eV: 3.705 / 7.561
Spin multiplicity: 2
Lowest unoccupied orbital energy (alpha / beta) in eV: 4.28 / 4.26
HOMO energy (alpha / beta) in eV: 0.576 / -3.302
ΔE to the lowest compared entry with this formula, charge and spin in eV: 1.013
Expectation value of S²: 0.754
E in hartree: -249.5990

Element x y z (Å)
C (-1.497, 0.539, 1.550)
N (-1.411, -0.743, 1.134)
H (-2.235, 0.818, 2.275)
H (-0.933, 1.394, 1.213)
H (0.605, -0.372, 0.961)
H (-2.170, -1.317, 1.439)
C (1.543, 0.226, -0.676)
O (1.441, -0.559, 0.518)
C (0.416, -0.257, -1.590)
H (2.512, -0.013, -1.061)
H (1.462, 1.299, -0.388)
H (-0.169, -1.061, -1.179)
H (0.771, -0.595, -2.556)
H (-0.334, 0.640, -1.641)

---

Density functional theory data (wB97M-V/def2-TZVPD) for a 2-piece molecular cluster, C3H9NO overall.

Summary:
SMILES: C/C=C/N.O
Frontier orbital gap in eV: 9.493
Lowest unoccupied orbital energy in eV: 0.91
HOMO energy in eV: -8.578
ΔE to the lowest compared entry with this formula, charge and spin in eV: 2.071
E in hartree: -249.6376

Element x y z (Å)
C (-0.088, 2.997, 0.989)
C (-0.522, 1.722, 0.174)
C (0.215, 0.819, -0.428)
N (-0.236, -0.370, -1.005)
H (-0.581, 2.936, 1.932)
H (1.034, 3.049, 1.249)
H (-0.178, 3.879, 0.519)
H (-1.570, 1.446, 0.343)
H (1.178, 0.959, -0.813)
H (-0.272, -0.527, -1.990)
H (-1.168, -0.610, -0.507)
H (0.306, -3.466, -0.314)
H (0.846, -4.031, 1.065)
O (0.553, -4.285, 0.142)

---

Density functional theory data (wB97M-V/def2-TZVPD) for a 2-piece molecular cluster, C3H9NO overall.

Summary:
SMILES: C=NCC.O
Frontier orbital gap in eV: 10.884
Lowest unoccupied orbital energy in eV: 1.02
HOMO energy in eV: -9.866
ΔE to the lowest compared entry with this formula, charge and spin in eV: 2.989
E in hartree: -249.6039

Element x y z (Å)
C (-0.320, 1.678, 0.555)
C (0.704, 0.705, -0.071)
C (0.672, -0.991, 1.528)
N (0.228, -0.565, 0.491)
H (0.013, 2.518, 1.087)
H (-0.903, 1.902, -0.343)
H (-0.991, 1.218, 1.175)
H (1.648, 0.889, 0.026)
H (0.437, 0.583, -1.224)
H (1.671, -0.533, 2.005)
H (0.481, -1.920, 1.977)
H (-0.872, -1.538, -1.434)
H (-0.990, -0.123, -1.645)
O (-1.053, -0.924, -2.141)

---

Density functional theory data (wB97M-V/def2-TZVPD) for one molecule with the formula C3H9NO.

Summary:
SMILES: CNCOC
Frontier orbital gap in eV: 9.990
Lowest unoccupied orbital energy in eV: 1.09
HOMO energy in eV: -8.898
ΔE to the lowest compared entry with this formula, charge and spin in eV: 2.186
E in hartree: -249.6334

Element x y z (Å)
C (-0.597, 2.065, -0.391)
O (0.285, 0.962, -0.568)
H (-0.769, 2.364, 0.673)
H (-1.454, 1.796, -1.019)
H (-0.179, 2.974, -0.848)
C (-0.572, -2.055, 0.179)
C (0.561, 0.136, 0.622)
N (0.646, -1.230, 0.144)
H (-0.491, -3.104, 0.429)
H (-1.219, -1.680, 0.990)
H (-1.085, -1.711, -0.749)
H (-0.175, 0.215, 1.404)
H (1.520, 0.407, 1.051)
H (0.897, -1.197, -0.831)

---

Density functional theory data (wB97M-V/def2-TZVPD) for a 2-piece molecular cluster, C3H9NO overall.

Summary:
SMILES: C=O.CNC
Frontier orbital gap in eV: 9.661
Lowest unoccupied orbital energy in eV: 0.90
HOMO energy in eV: -8.765
ΔE to the lowest compared entry with this formula, charge and spin in eV: 2.648
E in hartree: -249.6164

Element x y z (Å)
O (2.417, 3.869, 2.388)
C (1.927, 4.919, 2.054)
H (1.398, 5.021, 1.114)
H (2.180, 5.762, 2.730)
C (-2.224, -2.288, -2.033)
N (-1.516, -3.337, -1.301)
C (-0.318, -2.713, -0.644)
H (-2.696, -1.671, -1.237)
H (-1.540, -1.747, -2.680)
H (-2.917, -2.568, -2.937)
H (-1.236, -4.111, -1.892)
H (0.293, -2.240, -1.405)
H (0.160, -3.516, -0.083)
H (-0.756, -2.115, 0.147)

---

Density functional theory data (wB97M-V/def2-TZVPD) for one molecule with the formula C3H9NO.

Summary:
SMILES: CNCOC
Frontier orbital gap in eV: 10.509
Lowest unoccupied orbital energy in eV: 1.10
HOMO energy in eV: -9.413
ΔE to the lowest compared entry with this formula, charge and spin in eV: 2.227
E in hartree: -249.6319

Element x y z (Å)
C (1.902, -0.932, -0.635)
O (0.862, 0.011, -0.744)
H (2.558, -0.824, 0.282)
H (1.514, -2.059, -0.607)
H (2.633, -0.937, -1.469)
C (-2.077, -0.179, 0.506)
C (0.297, 0.507, 0.511)
N (-1.091, 0.961, 0.314)
H (-2.015, -0.794, -0.361)
H (-3.088, 0.071, 0.797)
H (-1.713, -0.755, 1.459)
H (0.286, -0.429, 1.093)
H (0.971, 1.260, 0.873)
H (-1.131, 1.284, -0.607)

---

Density functional theory data (wB97M-V/def2-TZVPD) for a 2-piece molecular cluster, C3H9NO overall.

Summary:
Frontier orbital gap in eV: 3.954
Lowest unoccupied orbital energy in eV: -1.97
HOMO energy in eV: -5.925
ΔE to the lowest compared entry with this formula, charge and spin in eV: 8.457
E in hartree: -249.4029

Element x y z (Å)
C (1.545, -2.429, -1.373)
O (1.098, -1.625, -0.370)
H (0.680, -2.875, -1.832)
H (1.992, -1.833, -2.184)
H (2.007, -3.328, -1.049)
C (-1.131, 1.055, 0.612)
C (-1.667, 1.484, 1.887)
N (0.140, 1.420, -0.073)
H (-1.807, 0.362, 0.117)
H (-1.881, 0.829, 2.756)
H (-2.207, 2.449, 2.056)
H (-0.219, 2.139, -0.758)
H (0.836, 1.801, 0.624)
H (0.614, 0.551, -0.414)

---

Density functional theory data (wB97M-V/def2-TZVPD) for one molecule with the formula C3H9NO.

Summary:
SMILES: NCCCO
Frontier orbital gap in eV: 10.443
Lowest unoccupied orbital energy in eV: 0.92
HOMO energy in eV: -9.524
ΔE to the lowest compared entry with this formula, charge and spin in eV: 1.118
E in hartree: -249.6726

Element x y z (Å)
C (0.116, -0.237, -1.174)
C (0.173, 0.148, 0.270)
C (-1.218, 0.121, 0.967)
O (-1.184, 0.830, 2.198)
N (1.481, -0.319, -1.827)
H (-0.263, -1.254, -1.297)
H (-0.428, 0.433, -1.834)
H (0.746, -0.548, 0.889)
H (0.511, 1.153, 0.453)
H (-1.930, 0.654, 0.361)
H (-1.517, -0.889, 1.151)
H (-0.451, 0.507, 2.725)
H (1.987, 0.494, -1.491)
H (1.977, -1.093, -1.391)

---

Density functional theory data (wB97M-V/def2-TZVPD) for a 2-piece molecular cluster, C3H9NO2 overall.

Summary:
SMILES: CC(=O)O.CN
Frontier orbital gap in eV: 10.552
Lowest unoccupied orbital energy in eV: 0.72
HOMO energy in eV: -9.836
ΔE to the lowest compared entry with this formula, charge and spin in eV: 2.080
E in hartree: -324.8962

Element x y z (Å)
C (1.219, 2.610, 0.294)
C (0.452, 1.582, -0.579)
O (-0.644, 1.052, -0.089)
O (0.919, 1.380, -1.672)
H (2.028, 2.014, 0.694)
H (0.559, 3.089, 1.027)
H (1.472, 3.450, -0.376)
C (-0.859, -2.295, 0.547)
N (-0.587, -1.698, -0.740)
H (0.361, -1.889, -1.053)
H (-1.120, -2.265, -1.404)
H (-1.019, 0.245, 0.226)
H (-1.102, -3.355, 0.753)
H (-1.650, -1.747, 1.096)
H (-0.029, -2.172, 1.276)